Molecular formula: C15H29N7O14S
Method: DFT, the ωB97M-V functional and the def2-TZVPD basis

The charge is 0. For the electronic energy, the calculation gives -2423.17261 Eh. As for the SMILES: C[N+](=O)[O-].C[N+](=O)[O-].C[N+](=O)[O-].C[N+](=O)[O-].C[N+](=O)[O-].O=S1(=O)OCCO1.c1cc[nH]c1.c1cc[nH]c1.

Atoms and positions in Å:
C 4.4923 2.3046 -2.6127
N 4.0800 3.6454 -2.9763
O 3.0392 4.0132 -2.3878
O 4.6642 4.1636 -3.9790
H 3.9459 1.9450 -1.7408
H 5.5135 2.5019 -2.2865
H 4.5531 1.6765 -3.5014
C -3.9353 -4.7796 -5.4872
N -3.0229 -3.9004 -4.6238
O -2.3924 -4.5426 -3.8464
O -2.9056 -2.7499 -4.8932
H -4.4901 -4.3111 -6.3001
H -4.6753 -5.2050 -4.8094
H -3.4566 -5.6440 -5.9475
C -2.4333 5.3068 -1.0538
N -3.7117 5.1745 -0.2880
O -4.3796 6.1699 -0.3173
O -3.8763 4.1059 0.3416
H -1.8821 4.4297 -0.7149
H -2.0062 6.1554 -0.5195
H -2.5718 5.4442 -2.1262
C -1.8942 -4.4994 3.3661
N -0.4896 -5.0946 3.5411
O 0.0257 -5.6498 2.5802
O 0.1417 -4.9680 4.5952
H -1.7816 -3.5857 2.7826
H -2.5025 -4.2875 4.2454
H -2.4156 -5.2438 2.7643
C 2.1902 5.0865 2.2736
N 3.6577 5.0426 1.8044
O 4.0232 3.9277 1.4207
O 4.4044 6.0272 1.9609
H 2.0815 4.8206 3.3250
H 1.5650 4.4789 1.6193
H 1.8238 6.1053 2.1468
O 6.0878 -0.8359 1.7914
S 6.3223 -2.1594 2.3062
O 6.5717 -3.1737 1.3310
O 7.4059 -2.1291 3.6018
C 6.7989 -2.6079 4.7898
C 5.3054 -2.5142 4.6386
O 5.0768 -2.6445 3.2135
H 7.1569 -3.6002 5.0642
H 7.1421 -1.9934 5.6221
H 4.9152 -1.5605 4.9940
H 4.7713 -3.2519 5.2375
C -7.3882 0.9333 -1.2102
C -7.9682 1.5342 -2.3151
C -7.3208 1.1608 -3.4691
N -6.2925 0.3556 -3.0679
C -6.2584 0.2725 -1.7380
H -7.5681 1.0928 -0.1573
H -8.8812 2.1027 -2.2170
H -7.4904 1.4728 -4.4890
H -5.6233 -0.0474 -3.7082
H -5.4315 -0.2317 -1.2601
C -0.3090 -1.0132 -0.3297
C 0.3445 0.1381 0.1142
C 1.4721 -0.2963 0.7995
N 1.5225 -1.7068 0.8024
C 0.4976 -2.1506 -0.0412
H -1.1216 -1.1667 -1.0243
H -0.0256 1.1526 0.1003
H 2.2691 0.1831 1.3484
H 2.2585 -2.2051 1.2820
H 0.3814 -3.1741 -0.3657

Molecular formula: C34H68BBrCl2F5N3O11PS3
Method: DFT, the ωB97M-V functional and the def2-TZVPD basis

The charge is +1. For the electronic energy, the calculation gives -7881.91559 Eh.

Atoms and positions in Å:
C -2.8929 4.1352 6.3055
C -2.3846 5.2369 5.1891
C -0.8963 4.8974 4.5478
C -0.7108 5.4737 2.9981
C -1.7307 4.6198 2.0429
C -1.0787 4.2400 0.5466
N -1.0415 2.7359 0.2664
C -2.2184 2.0319 -0.0334
B -3.7162 2.7862 -0.1704
N -4.1240 3.5961 -1.4175
O -4.6520 2.6130 0.9752
C -1.8975 0.3849 -0.1622
C -2.9902 -0.1204 -1.2710
C -4.4602 -0.5831 -0.7290
C -4.7810 -2.1741 -1.1338
C -6.0746 -2.7779 -0.3029
F -7.0267 -1.6707 -0.0108
F -5.6737 -3.3409 1.0362
C -6.9106 -3.9419 -1.0998
F -6.3708 -5.2969 -0.7883
F -8.3293 -3.8638 -0.5886
F -6.9803 -3.7675 -2.5714
O -2.1500 0.0703 1.2845
C -2.2028 -1.3426 1.5786
C -3.3520 -1.5309 2.7810
C -3.2734 -0.1895 3.7770
C -0.2697 0.4453 -0.5988
C -0.2757 0.5813 -2.2774
C 0.5254 -0.9717 -0.5479
Cl -0.3701 -2.5905 -0.9873
C 1.9616 -1.2408 -0.2791
C 2.6401 -2.7723 -0.3125
Cl 3.1330 0.1142 0.1040
C 0.1974 1.7914 0.2568
P 1.2197 2.7615 -1.0506
N 2.1501 3.9617 -0.5481
C 0.5431 1.7659 1.8179
Br 0.8273 0.0460 2.7788
C 1.8365 2.7011 2.3194
C 2.0718 2.5382 3.9513
H -4.0796 4.1619 6.4246
H -2.4618 4.3620 7.3939
H -2.6508 3.0167 5.9784
H -2.4170 6.3028 5.7245
H -3.2233 5.2910 4.3432
H -0.8623 3.7113 4.4442
H -0.0057 5.1874 5.2602
H 0.4043 5.5014 2.6462
H -1.1151 6.5944 3.0020
H -2.1151 3.6073 2.5096
H -2.6903 5.2814 1.7868
H 0.0018 4.7266 0.6495
H -1.5880 4.8642 -0.3292
H -4.3274 2.9057 -2.1949
H -5.0518 4.0382 -1.2125
H -4.1934 1.9977 1.6472
H -2.5803 -1.0902 -1.8387
H -3.1660 0.6496 -2.1680
H -5.3385 0.0325 -1.2528
H -4.6213 -0.4506 0.4227
H -3.8645 -2.8814 -0.8531
H -4.8948 -2.2896 -2.3164
H -2.5835 -2.0467 0.7016
H -1.2383 -1.8488 1.9969
H -3.2256 -2.5307 3.3789
H -4.4590 -1.4963 2.3355
H -3.6618 -0.4721 4.8688
H -2.1795 0.2152 3.8956
H -3.9972 0.6774 3.4122
H -0.8476 1.5316 -2.6452
H -0.7611 -0.3882 -2.7848
H 0.8325 0.4936 -2.7208
H 3.7723 -2.7117 -0.0106
H 1.9830 -3.4523 0.3766
H 2.5777 -3.1744 -1.4339
H 0.2422 3.3376 -1.9841
H 2.1520 1.9140 -1.8098
H 1.8196 4.8714 -0.9678
H -0.3687 2.2501 2.4232
H 1.6909 3.8339 2.0647
H 2.8516 2.3701 1.8120
H 1.0329 2.4264 4.5254
H 2.6103 3.5288 4.3423
H 2.8159 1.6574 4.2259
O 3.1351 -5.5781 -1.9955
S 2.6104 -6.7888 -2.5896
O 2.1224 -7.8906 -1.7874
O 3.6904 -7.3632 -3.6662
C 5.0247 -7.5915 -3.2370
C 5.1390 -8.8819 -2.4474
C 1.3482 -6.3444 -3.7573
H 5.4004 -6.7395 -2.6605
H 5.6418 -7.6685 -4.1383
H 4.6138 -8.8043 -1.4906
H 6.1866 -9.1170 -2.2398
H 4.6883 -9.7145 -2.9966
H 1.7288 -5.5532 -4.4055
H 0.4817 -5.9868 -3.1977
H 1.0772 -7.2276 -4.3384
O 5.7149 -2.9157 1.4481
S 6.3006 -2.1879 2.5533
O 7.7242 -2.2023 2.8157
O 5.5116 -2.5789 3.9243
C 5.3941 -3.9500 4.2753
C 6.6824 -4.4797 4.8763
C 5.7649 -0.4970 2.4637
H 5.0838 -4.5486 3.4123
H 4.5960 -4.0218 5.0215
H 7.4793 -4.5153 4.1273
H 6.5401 -5.4914 5.2665
H 7.0291 -3.8302 5.6862
H 4.6828 -0.4757 2.3243
H 6.2625 -0.0301 1.6114
H 6.0492 0.0133 3.3857
O 0.3163 1.6003 -6.6474
S 0.3006 2.9044 -6.0203
O -0.6712 3.2596 -5.0078
O 0.2924 4.0504 -7.1787
C -0.7129 3.9995 -8.1804
C -2.0378 4.5265 -7.6621
C 1.9229 3.2448 -5.3830
H -0.8180 2.9838 -8.5765
H -0.3744 4.6343 -9.0059
H -2.4553 3.8593 -6.9020
H -2.7652 4.6104 -8.4744
H -1.9094 5.5081 -7.1951
H 2.6595 3.0352 -6.1605
H 2.0905 2.5947 -4.5221
H 1.9692 4.2906 -5.0740

Molecular formula: C30H59ClP2Si2Zr
Method: DFT, the ωB97M-V functional and the def2-TZVPD basis

The charge is 0. For the electronic energy, the calculation gives -2947.51268 Eh.

Atoms and positions in Å:
Zr -0.5587 -0.0168 -0.4758
C 1.8496 -0.0970 -1.5316
C 1.1806 -1.2985 -1.9063
C 0.0520 -0.9130 -2.7116
Si 1.9248 -2.9903 -1.6862
C 0.0505 0.5059 -2.8302
C 1.1797 1.0226 -2.1050
Si 1.9309 2.7275 -2.1770
H 2.7559 -0.0435 -0.9270
H -0.6515 -1.5944 -3.1818
H -0.6604 1.0998 -3.4028
Cl -2.5461 0.1505 0.9339
C 3.7871 2.6547 -2.0895
C 1.3998 3.5168 -3.7784
C 3.7810 -2.8986 -1.5651
C 1.4356 -4.0243 -3.1601
H 2.0720 3.1423 -4.5617
H 1.5195 4.6074 -3.7203
H 0.3715 3.2858 -4.0777
H 4.1342 2.1178 -1.1998
H 4.1905 3.6757 -2.0647
H 4.1857 2.1490 -2.9792
H 2.1170 -3.7616 -3.9819
H 0.4087 -3.8559 -3.5048
H 1.5688 -5.0913 -2.9355
H 4.2037 -2.5581 -2.5211
H 4.1828 -3.8977 -1.3474
H 4.1033 -2.2088 -0.7761
C 1.1842 3.5216 -0.6463
C 1.1339 -3.5383 -0.0711
P -0.5250 2.9173 -0.3473
H 1.2528 4.6169 -0.7270
H 1.7907 3.2104 0.2215
P -0.5812 -2.9182 0.0996
H 1.7214 -3.0945 0.7490
H 1.2058 -4.6292 0.0166
C -1.1363 -3.7292 1.6821
C -1.4925 -3.9461 -1.1914
C -1.4636 3.7447 -1.7604
C -1.0489 3.9561 1.1235
C -1.1418 3.0358 2.3376
H -2.0589 4.3067 0.8732
C -0.1590 5.1694 1.4018
H 0.8674 4.8638 1.6495
H -0.5565 5.7147 2.2696
H -0.1131 5.8824 0.5670
H -2.0841 2.4775 2.3465
H -1.0607 3.6223 3.2592
H -0.3440 2.2794 2.3317
H -1.0364 3.2635 -2.6527
C -1.2287 5.2540 -1.8713
C -2.9608 3.4035 -1.7015
H -0.1791 5.5231 -2.0464
H -1.5893 5.7912 -0.9827
H -1.8027 5.6233 -2.7333
H -3.1612 2.4743 -2.2383
H -3.5413 4.2006 -2.1851
H -3.3253 3.2860 -0.6719
H -1.0643 -3.5854 -2.1363
C -2.9949 -3.6251 -1.1924
C -1.2328 -5.4494 -1.0855
H -0.1795 -5.7263 -1.2137
H -1.7920 -5.9469 -1.8884
H -1.5926 -5.8642 -0.1338
H -3.2111 -2.7810 -1.8498
H -3.3751 -3.3801 -0.1916
H -3.5542 -4.4913 -1.5690
C -1.2969 -2.6294 2.7369
C -0.2345 -4.8618 2.1843
H -2.1320 -4.1459 1.4607
H 0.7722 -4.4989 2.4175
H -0.1464 -5.6862 1.4689
H -0.6535 -5.2890 3.1033
H -0.4925 -1.8847 2.6656
H -1.2861 -3.0655 3.7456
H -2.2321 -2.0731 2.5979
C -2.5986 -0.1513 -1.9287
H -2.5548 -0.2741 -3.0226
H -3.1929 -0.9838 -1.5235
H -3.2076 0.7354 -1.7142
C -0.6518 0.3415 4.6385
C 0.7770 0.2561 4.0796
C 1.5856 1.4951 4.4587
C 1.4770 -0.9804 4.6385
C 0.6895 0.1534 2.6200
C 0.5087 0.0757 1.4050
H -0.6128 0.4118 5.7317
H -1.2243 -0.5499 4.3624
H -1.1700 1.2236 4.2476
H 1.6158 1.5988 5.5480
H 2.6106 1.3921 4.0921
H 1.1467 2.4068 4.0403
H 0.9595 -1.9034 4.3611
H 2.5034 -1.0224 4.2736
H 1.5031 -0.9303 5.7353

Molecular formula: C4H7Br2N2OS
Method: DFT, the ωB97M-V functional and the def2-TZVPD basis

The charge is +1. The energy above the lowest of the compared OMol25 structures with the same formula, charge and spin comes out at 2.5412 eV.

Atoms and positions in Å:
C -1.7270 -0.0647 -1.2476
C -0.0684 -0.7963 1.1059
C 0.9035 0.3236 0.7378
C 2.2127 -0.1567 0.9152
N -2.4494 0.4970 -0.4436
N -1.8033 -0.2509 -2.5378
O 0.4979 1.5463 0.5918
S 0.0410 -1.0756 -0.6998
Br 2.4691 -0.4920 3.0281
Br 3.4680 1.1826 0.4109
H 0.2852 -1.4840 1.8721
H -1.0763 -0.4151 1.3470
H 2.2591 -1.0728 0.3365
H -2.4261 0.5199 0.6441
H -2.5604 0.3435 -3.0287
H -1.1796 -0.7061 -3.1624
H 1.1539 2.1013 0.1306

Molecular formula: C44H56Cl4LuN3O7P2SSi
Method: DFT, the ωB97M-V functional and the def2-TZVPD basis

The charge is -2. For the electronic energy, the calculation gives -6847.95568 Eh.

Atoms and positions in Å:
Lu 0.2072 -0.0438 -0.7495
C 0.8220 4.8780 1.4348
C 1.6527 4.6594 0.1683
C 1.1438 5.5591 -0.9595
P 1.6731 2.8361 -0.3631
C 3.1271 2.8719 -1.5415
C 2.5536 3.1161 -2.9509
C 4.3113 3.8126 -1.3226
C 2.2416 2.1940 1.2521
C 3.5291 2.2323 1.7714
C 3.8150 1.7765 3.0501
C 5.2139 1.8175 3.6128
C 2.7659 1.2512 3.8020
C 1.4742 1.2130 3.3120
C 1.1644 1.7062 2.0330
N -0.0894 1.6679 1.4486
C -1.1883 1.9501 2.1907
C -1.1515 2.6430 3.4340
C -2.2874 2.8791 4.1778
C -3.5430 2.4561 3.7458
C -4.7771 2.6557 4.5904
C -3.6079 1.8583 2.4934
C -2.4892 1.6298 1.7021
P -2.5452 1.0090 -0.0112
C -4.2008 0.1108 -0.0558
C -4.7532 -0.1406 -1.4605
C -4.0735 -1.2226 0.6824
C -3.0631 2.6148 -0.8631
C -4.4547 3.1458 -0.5222
C -2.0202 3.6916 -0.5667
H 0.7525 5.9470 1.6624
H 1.2744 4.3769 2.2900
H -0.1886 4.4853 1.3155
H 2.6901 4.9235 0.3960
H 0.1955 5.1900 -1.3531
H 1.8548 5.6051 -1.7844
H 0.9876 6.5790 -0.5933
H 3.5056 1.8446 -1.5081
H 2.4426 4.1861 -3.1461
H 1.5769 2.6457 -3.0695
H 3.2261 2.6977 -3.6986
H 4.0232 4.8607 -1.4379
H 5.0622 3.5833 -2.0838
H 4.7813 3.6952 -0.3454
H 4.3410 2.5924 1.1497
H 5.9175 2.2105 2.8781
H 5.5456 0.8170 3.9032
H 5.2632 2.4491 4.5042
H 2.9731 0.8485 4.7898
H 0.6902 0.7664 3.9104
H -0.2008 3.0007 3.8050
H -2.1976 3.4032 5.1262
H -4.6563 2.2105 5.5818
H -5.6432 2.1925 4.1154
H -5.0007 3.7177 4.7342
H -4.5854 1.5497 2.1397
H -4.9161 0.7449 0.4712
H -4.7003 0.7298 -2.1133
H -5.8007 -0.4503 -1.3832
H -4.1960 -0.9400 -1.9408
H -3.2871 -1.8222 0.2196
H -5.0161 -1.7788 0.6388
H -3.8081 -1.0719 1.7279
H -3.0304 2.3912 -1.9274
H -4.5794 3.2727 0.5555
H -5.2505 2.5008 -0.8972
H -4.5785 4.1284 -0.9882
H -2.0980 4.0161 0.4744
H -2.1826 4.5619 -1.2100
H -1.0122 3.3113 -0.7368
O -0.7859 -0.2842 -4.2849
Cl -1.4544 0.3055 -3.1916
O -2.5886 1.0511 -3.6577
O -0.5664 1.2159 -2.4777
O -1.8917 -0.6986 -2.2552
C -2.6439 -6.8812 -4.9663
C -1.9107 -5.9376 -4.0483
C -0.6435 -6.2416 -3.5660
C 0.0350 -5.3558 -2.7405
C -0.5640 -4.1616 -2.3890
C -1.8271 -3.8354 -2.8636
C -2.4923 -4.7220 -3.6904
S 0.2384 -3.0174 -1.2716
O 0.4543 -1.8065 -2.0767
O 1.4037 -3.6830 -0.7636
N -0.7896 -2.5704 -0.1599
C -0.9731 -3.4168 0.9159
C -0.8829 -4.8048 0.8458
C -1.0978 -5.6243 1.9581
C -1.4118 -5.0994 3.1802
C -1.5011 -3.7006 3.3233
C -1.7826 -3.0895 4.5643
C -1.8088 -1.7295 4.6558
C -1.5660 -0.9710 3.4955
N -1.3275 -1.4947 2.3195
C -1.2862 -2.8431 2.2041
H -2.1174 -7.8308 -5.0593
H -2.7315 -6.4410 -5.9621
H -3.6539 -7.0743 -4.6005
H -0.1801 -7.1838 -3.8370
H 1.0264 -5.5757 -2.3634
H -2.2565 -2.8864 -2.5729
H -3.4791 -4.4727 -4.0650
H -0.6286 -5.2660 -0.0944
H -1.0098 -6.6982 1.8359
H -1.5702 -5.7387 4.0417
H -1.9741 -3.7142 5.4306
H -2.0193 -1.2275 5.5919
H -1.5891 0.1109 3.5464
C 3.4765 -0.9313 0.8690
C 2.2110 -0.3460 0.3050
O 1.1546 -0.9032 0.7199
H 3.7493 -1.7156 0.1575
H 3.3023 -1.3810 1.8507
H 4.2794 -0.1985 0.9109
Cl 4.5265 0.5142 -3.7871
Si 2.5570 -0.4477 -3.0789
Cl 2.0692 -1.1266 -5.0619
Cl 3.6325 -2.2420 -2.5204

Molecular formula: C18H15N2O5PtSSbSe4
Method: DFT, the ωB97M-V functional and the def2-TZVPD basis

The charge is -2. The energy above the lowest of the compared OMol25 structures with the same formula, charge and spin comes out at 2.1270 eV.

Atoms and positions in Å:
Pt -0.7960 0.9693 0.5499
C -3.9065 3.1019 -0.1874
C -3.4331 2.6090 1.1282
N -2.3786 1.8655 1.4338
C -2.4243 1.6130 2.7880
C -3.5062 2.2368 3.3237
N -4.1187 2.8560 2.2664
C -4.0744 2.3371 4.6861
O -3.4404 1.6854 5.6330
O -5.0767 2.9980 4.8702
C -1.4094 0.7200 3.4129
O -1.4969 0.5162 4.6443
O -0.5670 0.2256 2.6252
H -3.2641 2.7803 -0.9973
H -3.9315 4.1928 -0.1979
H -4.9099 2.7269 -0.3924
H -4.9712 3.3845 2.3506
H -2.6176 1.1736 5.2584
Se -4.5647 2.4725 -3.6785
Sb -2.4083 1.5515 -4.3595
Se -0.9605 1.9359 -1.6308
Se 1.2546 2.2110 -2.4204
Se -2.6734 -0.7996 -4.9178
O 0.7764 -0.0901 -0.2182
S 1.3076 -1.4464 0.1718
C 3.0696 -1.1587 0.2791
C 3.8544 -2.0021 1.0471
C 5.2213 -1.7671 1.1144
C 5.7673 -0.6901 0.4307
C 4.9567 0.1576 -0.3157
C 3.5909 -0.0654 -0.3998
C 1.2595 -2.3184 -1.3869
C 0.6760 -1.6872 -2.4699
C 0.5932 -2.3896 -3.6692
C 1.0930 -3.6783 -3.7593
C 1.6761 -4.2940 -2.6543
C 1.7540 -3.6147 -1.4512
H 3.4048 -2.8210 1.5964
H 5.8525 -2.4125 1.7123
H 6.8327 -0.5016 0.4900
H 5.3850 1.0049 -0.8361
H 2.9306 0.5971 -0.9642
H 0.2950 -0.6725 -2.3953
H 0.1052 -1.9071 -4.5065
H 1.0182 -4.2169 -4.6963
H 2.0588 -5.3047 -2.7285
H 2.1962 -4.0842 -0.5794

| no. | largest force on an atom (Eh/bohr) |
| --- | --- |
| 1 | 0.074 |
| 2 | 0.113 |
| 3 | 0.057 |
| 4 | 0.088 |
| 5 | 0.082 |
| 6 | 0.010 |